The following is a DFT calculation (wB97M-V/def2-TZVPD) of C40H46BrN4O2Ta as an isolated structure.

Atoms and positions in Å:
Ta1 -2.221 -0.609 -0.013
Br1 -4.922 -0.616 0.069
O1 -1.627 -0.590 1.818
O2 -1.648 -0.507 -1.857
N1 -3.833 -6.977 -1.067
N2 -3.732 -4.694 -0.144
N3 0.018 -0.465 -0.023
N4 -2.658 -2.541 -0.072
C1 4.624 -0.554 -2.736
C2 3.803 -1.002 3.230
C3 1.352 -0.696 3.796
C4 -0.454 -0.249 -6.119
C5 4.220 0.206 4.081
C6 -5.628 3.973 0.027
C7 3.706 0.574 -3.233
C8 -6.713 3.145 0.056
C9 4.748 -1.116 2.033
C10 -6.548 1.740 0.071
C11 -5.276 1.263 0.052
C12 -3.788 -5.907 -0.646
C13 -1.799 -1.732 -4.651
C14 -0.015 -0.597 3.593
C15 0.574 -0.243 -1.226
C16 1.914 0.083 -1.552
C17 -2.144 0.771 -4.609
C18 -3.164 4.284 -0.014
C19 -1.911 3.740 -0.025
C20 3.901 0.741 -4.740
C21 1.980 -0.751 1.480
C22 -2.820 1.474 0.004
C23 -0.074 -0.228 -3.633
C24 2.360 -0.810 2.786
C25 -0.409 -0.322 -2.277
C26 -0.949 -0.529 4.805
C27 -0.542 0.689 5.649
C28 -1.741 2.338 -0.017
C29 -1.112 -0.361 -4.744
C30 -4.117 2.053 0.021
C31 -3.177 -3.631 -0.148
C32 0.602 -0.590 1.175
C33 4.088 1.892 -2.541
C34 -0.770 -1.816 5.623
C35 -2.431 -0.384 4.447
C36 3.900 -2.288 4.064
C37 -0.377 -0.595 2.242
C38 2.267 0.219 -2.864
C39 1.267 0.022 -3.867
C40 -4.310 3.453 0.010
H1 -1.415 -1.781 6.500
H2 5.259 0.087 4.388
H3 -2.510 -1.832 -5.471
H4 -1.041 4.382 -0.040
H5 -1.222 -0.363 -6.884
H6 -0.655 1.616 5.086
H7 -1.042 -2.697 5.039
H8 2.703 -0.888 0.696
H9 -7.407 1.085 0.096
H10 -7.714 3.552 0.069
H11 0.253 -1.945 5.977
H12 -2.869 0.694 -5.420
H13 3.627 0.301 4.990
H14 4.932 -2.433 4.384
H15 4.138 1.137 3.518
H16 3.274 1.533 -5.153
H17 4.502 -1.970 1.398
H18 3.711 -0.183 -5.288
H19 0.486 0.626 6.004
H20 5.114 2.155 -2.798
H21 -5.766 5.046 0.018
H22 2.644 0.267 -0.783
H23 -2.351 -1.858 -3.721
H24 -1.184 0.748 6.528
H25 -2.994 -0.306 5.377
H26 0.288 -1.031 -6.286
H27 -2.630 0.516 3.865
H28 1.697 -0.723 4.821
H29 4.745 -0.208 1.426
H30 4.584 -0.659 -1.650
H31 4.937 1.019 -4.931
H32 0.015 0.723 -6.276
H33 -2.692 0.722 -3.669
H34 -3.296 5.358 -0.022
H35 3.441 2.710 -2.862
H36 3.288 -2.248 4.966
H37 5.766 -1.264 2.389
H38 -1.074 -2.542 -4.740
H39 -1.666 1.748 -4.683
H40 4.358 -1.513 -3.183
H41 -0.718 1.971 -0.026
H42 4.034 1.818 -1.454
H43 1.586 0.109 -4.894
H44 -2.811 -1.250 3.906
H45 3.601 -3.162 3.484
H46 5.657 -0.332 -3.007

The calculation puts the max |F| at 0.596 eV/Å. Its HOMO energy is -13.724 eV. Its electronic energy is -123863.5729 eV. The value obtained for the frontier orbital gap is 4.64 eV. The charge is +2. The relative energy (zero: lowest compared OMol25 entry of this formula, charge and spin) is 1.12 kcal per mole.

Atom charges from the Löwdin analysis, given in e for atoms 1 to 4: number 1, Ta, carries 1.680; number 2, Br, carries 0.976; number 3, O, carries -0.198; number 4, O, carries -0.197